Version w
Here is a gas-phase ion, C5H7O2S (charge -1) from OMol25. Energies are from ωB97M-V with the def2-TZVPD basis set.

Summary:
- frontier orbital gap (eV) = 5.86
- total charge = -1

Geometry (Å):
C (0.46751, -1.15068, 1.42441)
C (0.02139, 1.90980, -0.84514)
C (0.29689, -0.49131, 0.29383)
C (-0.63387, 0.73331, 0.25442)
C (0.98321, -0.66256, -0.99296)
O (-1.57639, 0.94377, 1.23028)
O (-2.34851, -1.36151, 0.13097)
S (-2.36362, 0.11088, -0.06259)
H (0.90903, -2.20321, 1.42962)
H (0.06780, -0.82822, 2.31182)
H (-0.54309, 2.77172, -0.59624)
H (1.03657, 2.22272, -0.49806)
H (0.65359, 0.22919, -1.52625)
H (0.86410, -1.65504, -1.57625)
H (2.16537, -0.56888, -0.97786)



Version x
Here is a gas-phase ion, C5H7O2S (charge -1) from OMol25. Energies are from ωB97M-V with the def2-TZVPD basis set.

Summary:
- frontier orbital gap (alpha / beta) (eV) = 7.55 / 6.62
- total charge = -1

Geometry (Å):
C (-0.57165, -0.54787, -1.64117)
C (0.19029, 1.71432, -0.41142)
C (-0.76013, 1.85164, 0.72136)
C (0.36630, 0.19090, -0.59850)
C (0.69722, -1.87708, 1.17812)
O (-1.58781, 0.10495, -2.03241)
O (-0.02203, -1.54234, -2.08464)
S (1.56574, -0.47448, 0.46370)
H (-0.25775, 2.05953, -1.36194)
H (1.21624, 2.06695, -0.21368)
H (-0.47834, 1.30941, 1.57812)
H (-1.77453, 1.53419, 0.36656)
H (-0.20235, -1.96633, 0.67358)
H (0.44713, -1.65591, 2.27381)
H (1.17169, -2.76790, 1.08849)



Tell me which of them is the least stable. Sure, it is version w.



Version w
Here is a molecular structure, C2HN3O3 from OMol25. Energies are from ωB97M-V with the def2-TZVPD basis set.

Summary:
- frontier orbital gap (eV) = 8.85

Geometry (Å):
C (1.16384, -0.20758, 1.32107)
C (-1.26843, 0.49715, -1.05250)
H (1.49118, -1.54101, 1.51949)
N (0.34462, -0.23036, 0.22348)
N (0.36167, -0.95987, -0.99613)
N (-0.50968, -0.38290, -1.80522)
O (1.31731, 0.97073, 1.86521)
O (-2.19788, 1.09994, -1.40870)
O (-0.70264, 0.75390, 0.33329)



Version x
Here is 2 unconnected molecules or ions with the total composition C2HN3O3 from OMol25. Energies are from ωB97M-V with the def2-TZVPD basis set.

Summary:
- SMILES = N#CNN=O.O=C=O
- frontier orbital gap (eV) = 10.40

Geometry (Å):
N (-2.19798, -1.20431, 1.13618)
C (-1.26016, -0.58771, 1.18880)
N (-0.33479, 0.36700, 1.08300)
N (0.80529, 0.27204, 1.68593)
O (1.66333, 1.08398, 1.35552)
H (-0.36635, 1.17923, 0.31381)
O (-0.06123, 0.52431, -1.94208)
C (0.50728, -0.40475, -2.27682)
O (1.24460, -1.22979, -2.54434)



Tell me which of them is the least stable. Sure, it is version w.



Version w
Here is a molecular structure, C44H33Br2N6O4P2SZr from OMol25. Energies are from ωB97M-V with the def2-TZVPD basis set.

Summary:
- frontier orbital gap (eV) = 7.55
- total charge = +3

Geometry (Å):
Zr (0.99434, 0.46286, -0.87973)
S (2.79630, 7.65689, 1.51144)
N (2.77307, 6.27000, 2.32612)
C (2.35970, 5.34056, 1.47599)
C (2.21283, 3.93196, 1.77502)
C (2.56570, 3.37799, 3.01024)
C (2.45278, 2.01853, 3.18158)
C (1.98164, 1.24074, 2.12911)
N (1.62649, 1.75158, 0.94737)
C (1.74935, 3.09076, 0.76213)
C (1.41009, 3.61598, -0.55899)
N (0.94671, 2.73332, -1.47301)
C (0.70201, 3.18148, -2.70586)
C (0.88600, 4.50584, -3.08779)
C (1.34353, 5.41176, -2.15991)
C (1.61637, 4.96410, -0.86437)
C (2.08735, 5.83850, 0.18852)
N (2.29519, 7.14256, 0.07244)
H (2.93267, 4.02655, 3.79496)
H (2.72764, 1.53830, 4.10908)
H (1.89555, 0.16894, 2.23965)
H (0.34809, 2.45838, -3.42241)
H (0.66820, 4.80073, -4.10400)
H (1.50018, 6.45374, -2.40694)
Br (0.75357, -1.57216, -2.88644)
C (-0.30688, 0.07880, -2.69496)
Br (-1.78287, 1.62180, -0.00563)
H (-1.33704, -0.25413, -2.60341)
H (-0.18918, 0.59752, -3.64271)
O (2.17019, -1.04906, 0.10021)
C (3.30044, -1.53596, -0.15372)
C (4.14083, -1.13402, -1.21751)
C (5.33828, -1.85040, -1.41909)
C (6.14755, -1.49072, -2.46088)
C (5.82453, -0.43774, -3.31578)
C (4.66034, 0.28388, -3.12317)
C (3.80975, -0.05054, -2.07377)
O (2.69992, 0.66041, -1.87530)
N (7.40081, -2.24752, -2.68685)
O (7.62869, -3.15408, -1.91631)
O (8.07793, -1.90586, -3.62737)
H (3.64585, -2.34099, 0.50269)
H (5.62109, -2.67465, -0.77742)
H (6.50297, -0.20018, -4.12450)
H (4.40527, 1.10712, -3.77479)
N (-2.37914, -1.23909, 0.87475)
P (-0.68825, -1.62282, 0.72274)
C (-0.70102, -3.42395, 0.61392)
C (-1.33203, -4.13299, 1.64519)
C (-1.40635, -5.51186, 1.59644)
C (-0.83328, -6.19972, 0.53046)
C (-0.19010, -5.50705, -0.48154)
C (-0.12849, -4.11969, -0.44566)
C (-0.14358, -1.34414, 2.43432)
C (-0.68608, -0.32868, 3.21983)
C (-0.20723, -0.10420, 4.50370)
C (0.82051, -0.88757, 5.00770)
C (1.36648, -1.90325, 4.23057)
C (0.88580, -2.13436, 2.95138)
P (-3.20118, -0.09650, 0.05176)
C (-4.63013, 0.44494, 0.92063)
C (-4.53277, 1.22224, 2.08437)
C (-5.67842, 1.54747, 2.78075)
C (-6.91692, 1.09836, 2.32911)
C (-7.01736, 0.32476, 1.18248)
C (-5.87790, -0.00505, 0.46785)
C (-3.53526, -0.58248, -1.60613)
C (-3.28379, -1.90297, -1.99340)
C (-3.58002, -2.29479, -3.29024)
C (-4.11318, -1.37787, -4.18459)
C (-4.36498, -0.06319, -3.79684)
C (-4.07897, 0.34155, -2.50802)
H (-2.88663, -1.65780, 1.65023)
H (-1.74591, -3.61772, 2.50550)
H (-1.89740, -6.05415, 2.39248)
H (-0.88563, -7.27942, 0.49851)
H (0.26349, -6.04420, -1.30307)
H (0.36300, -3.58745, -1.24510)
H (-1.49455, 0.28864, 2.84696)
H (-0.64718, 0.67130, 5.11638)
H (1.18223, -0.72521, 6.01433)
H (2.14797, -2.53347, 4.63319)
H (1.28874, -2.95428, 2.36914)
H (-3.57244, 1.58583, 2.42897)
H (-5.61563, 2.15735, 3.67103)
H (-7.81135, 1.36264, 2.87687)
H (-7.98364, -0.01737, 0.83933)
H (-5.96057, -0.60139, -0.43125)
H (-2.87489, -2.61834, -1.29047)
H (-3.40254, -3.31533, -3.59923)
H (-4.34483, -1.68902, -5.19455)
H (-4.79003, 0.63723, -4.50228)
H (-4.28245, 1.36147, -2.20246)



Version x
Here is a molecular structure, C44H33Br2N6O4P2SZr from OMol25. Energies are from ωB97M-V with the def2-TZVPD basis set.

Summary:
- frontier orbital gap (eV) = 6.74
- total charge = +3

Geometry (Å):
Zr (-0.28989, -0.65966, 0.53767)
S (-1.94338, -7.42860, -2.66282)
N (-2.84520, -6.48342, -1.71978)
C (-2.15719, -5.35703, -1.55120)
C (-2.60711, -4.20835, -0.77785)
C (-3.87385, -4.11727, -0.18806)
C (-4.22471, -2.96980, 0.48526)
C (-3.29176, -1.94460, 0.60182)
N (-2.07113, -2.02337, 0.06156)
C (-1.74083, -3.13241, -0.65719)
C (-0.46186, -3.10857, -1.37192)
N (0.25405, -1.96570, -1.29283)
C (1.37216, -1.85731, -2.00761)
C (1.84415, -2.88123, -2.82174)
C (1.13165, -4.06094, -2.88967)
C (-0.05402, -4.17872, -2.16157)
C (-0.92351, -5.34645, -2.21296)
N (-0.67150, -6.46576, -2.88669)
H (-4.56539, -4.94443, -0.28733)
H (-5.19872, -2.84399, 0.93422)
H (-3.52495, -1.03650, 1.14699)
H (1.90280, -0.91426, -1.93840)
H (2.75114, -2.73490, -3.38923)
H (1.46237, -4.88243, -3.51146)
Br (-0.35940, 3.59481, -1.59578)
C (-0.87600, 2.25169, -2.81393)
Br (-1.46036, 0.55076, -2.01097)
H (-0.05597, 1.97723, -3.46488)
H (-1.76012, 2.56028, -3.36014)
O (1.17026, 0.72732, 0.15678)
C (2.42543, 0.76742, 0.39822)
C (3.18715, -0.31704, 0.83524)
C (4.59784, -0.13488, 0.90473)
C (5.36966, -1.20668, 1.22242)
C (4.81955, -2.47249, 1.47011)
C (3.45596, -2.67219, 1.42098)
C (2.61739, -1.59296, 1.13141)
O (1.31328, -1.74729, 1.12784)
N (6.83752, -1.03327, 1.30673)
O (7.26950, 0.03555, 0.94591)
O (7.47909, -2.02834, 1.54089)
H (2.91224, 1.72834, 0.21912)
H (5.05737, 0.82366, 0.69980)
H (5.49294, -3.28629, 1.70957)
H (3.02606, -3.64177, 1.62593)
N (-1.62698, 0.82550, 3.27276)
P (-1.79800, 1.46118, 1.70988)
C (-1.10877, 3.10996, 1.81461)
C (-1.90315, 4.24044, 1.64470)
C (-1.34287, 5.50385, 1.78852)
C (-0.00117, 5.63905, 2.10524)
C (0.79352, 4.50945, 2.29215)
C (0.24183, 3.25107, 2.14408)
C (-3.56285, 1.57942, 1.41734)
C (-4.04454, 2.02390, 0.18363)
C (-5.40927, 2.13425, -0.02788)
C (-6.30049, 1.80143, 0.98485)
C (-5.82815, 1.37005, 2.21592)
C (-4.46230, 1.25926, 2.43671)
P (-0.39784, -0.32728, 3.27564)
C (0.64673, -0.10775, 4.69439)
C (0.06119, -0.17551, 5.96334)
C (0.85622, -0.01792, 7.08429)
C (2.22602, 0.18208, 6.94241)
C (2.80912, 0.23455, 5.68545)
C (2.01717, 0.09527, 4.55406)
C (-1.26777, -1.90849, 3.49707)
C (-0.57874, -3.11041, 3.32146)
C (-1.21922, -4.32091, 3.54311)
C (-2.54622, -4.34111, 3.95552)
C (-3.23434, -3.14906, 4.14389)
C (-2.60365, -1.93808, 3.90656)
H (-1.76889, 1.44099, 4.06978)
H (-2.95278, 4.14806, 1.40011)
H (-1.96187, 6.38069, 1.65848)
H (0.42925, 6.62410, 2.22200)
H (1.83551, 4.61845, 2.55907)
H (0.86948, 2.38059, 2.30786)
H (-3.36092, 2.31087, -0.60380)
H (-5.78221, 2.48946, -0.97844)
H (-7.36444, 1.89366, 0.81793)
H (-6.52516, 1.13358, 3.00798)
H (-4.10871, 0.93475, 3.40514)
H (-0.99935, -0.36428, 6.08134)
H (0.41279, -0.06110, 8.06913)
H (2.84072, 0.29427, 7.82499)
H (3.87432, 0.39070, 5.58975)
H (2.46997, 0.15384, 3.57038)
H (0.46750, -3.11422, 3.03960)
H (-0.67779, -5.24874, 3.42163)
H (-3.03648, -5.28550, 4.14752)
H (-4.25939, -3.16272, 4.48967)
H (-3.14645, -1.01216, 4.05017)



Tell me which of them is the least stable. Sure, it is version x.